# 1
99
Properties=species:S:1:pos:R:3:forces:R:3:lowdin_spin:R:1 method="wB97M-V/def2-TZVPD" homo_energy_ev="-13.3 / -13.5" energy_ev=-76299.3974 de_lowest_kj_mol=11.4 gap_ev="9.008 / 6.246" charge=+2 s2=6.037 largest_force_ev_per_a=1.09 multiplicity=5
C 5.07387 0.20947 -3.25891 0.01 0.00 -0.01 0.00
H -1.06839 4.70978 0.89829 0.00 0.01 0.02 0.01
C -4.50275 -0.03462 -4.19274 -0.01 -0.02 0.03 0.00
O -1.15492 2.46991 -1.91372 0.03 0.04 0.01 0.21
H 3.51762 -1.23033 -1.58787 -0.01 0.00 0.01 0.00
C -3.06178 -4.79665 0.28676 -0.07 0.04 0.03 0.00
N -0.88460 0.42614 3.62657 -0.13 0.11 -0.21 0.03
C 2.21302 0.23994 -0.75601 -0.02 0.00 -0.05 0.02
C -3.04014 1.34789 -5.51877 0.00 0.01 0.01 0.00
H 2.30499 -4.54143 3.90644 0.00 0.00 -0.01 0.00
Ir -1.94047 -1.22648 -0.35132 0.18 -0.54 0.82 1.49
H 0.84358 -1.40449 -0.57633 0.18 0.08 0.05 0.00
C 1.57525 5.94417 2.53633 0.01 -0.02 -0.02 0.00
C 1.53355 -4.35969 3.16985 0.01 0.00 0.00 0.00
C 1.43618 3.72218 1.64772 0.11 0.09 0.04 0.06
H 2.81877 -4.76142 1.50029 0.00 0.00 0.00 0.00
C 0.25157 -4.01469 3.58107 -0.01 0.00 0.00 0.00
C -4.14041 0.50542 -5.41901 -0.01 0.00 -0.02 0.01
H -0.65525 3.08237 5.40891 0.00 -0.01 0.01 0.00
C -1.46621 -0.05456 2.57898 -0.06 0.02 0.28 0.04
H -4.04642 -0.16196 -2.10500 0.00 -0.01 0.02 0.00
C 2.71601 5.60620 3.25288 0.01 -0.03 -0.01 0.02
H 4.13865 2.74718 -3.00562 -0.01 0.01 0.00 0.00
C 2.58126 3.34103 2.37004 -0.05 0.01 -0.02 0.02
C -0.74054 -3.79274 2.64092 -0.03 0.01 0.03 0.00
C 3.15284 1.95117 2.32487 0.04 -0.06 -0.01 0.01
C -0.45353 -3.91960 1.28159 0.03 -0.11 -0.03 0.01
C -0.13943 -4.08852 -3.68978 0.01 0.01 0.00 0.05
H 1.19393 6.95729 2.59282 -0.01 -0.01 0.00 0.00
P -1.76404 -3.58216 0.09006 0.17 0.13 -0.14 0.03
C -1.05599 -3.57229 -1.56450 -0.16 0.04 -0.04 0.05
H 5.56229 1.02646 -3.78574 0.00 0.00 0.00 0.00
H 0.02391 -3.92831 4.63520 0.00 0.00 0.00 0.00
N -2.13267 2.42431 3.43712 0.04 0.00 0.02 0.00
N -1.98578 -0.54377 1.65915 0.03 -0.04 -0.21 0.05
C -1.78666 1.42107 -2.00007 0.25 -0.21 0.18 0.11
H 4.08032 4.02221 3.72306 -0.01 0.00 0.00 0.00
C -2.29817 1.64942 -4.39043 -0.02 0.00 0.01 0.01
H 2.21014 -1.47572 0.53120 0.01 0.00 0.01 0.00
C 0.92085 5.02257 1.72616 -0.07 -0.04 0.00 0.02
H -2.78788 1.99601 2.80290 0.01 0.01 -0.01 0.00
H -1.69961 -6.41862 0.69613 0.00 0.00 -0.01 0.00
H 3.88893 1.81808 3.11592 -0.01 0.00 -0.01 0.00
H -1.44528 2.31313 -4.44605 0.00 -0.01 0.00 0.00
H -4.64188 -3.37902 -0.06607 0.00 0.00 0.00 0.00
C -0.54446 -1.77048 -3.09465 0.01 -0.02 -0.05 0.04
H -0.66374 -5.58698 -2.23337 -0.01 0.00 0.01 0.00
H -0.70962 6.37114 1.35139 0.01 0.00 -0.01 0.00
C 3.19461 4.29923 3.16181 -0.01 0.04 -0.02 0.00
C 1.82297 -4.48268 1.81894 0.01 -0.01 0.01 0.00
C -4.39159 -4.41664 0.12244 0.00 -0.02 -0.02 0.00
C -3.75325 0.24730 -3.06265 0.03 -0.02 -0.02 0.01
H 0.29196 -2.41505 -4.95493 0.00 0.01 0.00 0.00
H 2.62520 4.46583 -2.47885 0.02 0.00 0.00 0.00
N -0.48112 2.17031 5.02422 0.04 0.00 0.02 0.00
C -0.62461 -4.53010 -2.46635 0.07 -0.03 -0.01 -0.01
H -4.72390 0.27594 -6.30077 0.00 0.00 0.00 0.00
H 1.06483 -4.35869 -0.18155 -0.01 -0.01 -0.01 0.00
H 5.82549 -0.31361 -2.66660 0.00 0.00 0.00 0.00
C 1.49467 -0.80064 0.06040 0.14 -0.03 0.06 0.02
C 3.25079 -0.17868 -1.57872 -0.01 0.01 -0.03 0.00
H -0.00455 5.68593 -0.10449 0.01 -0.01 0.00 0.00
C 1.90289 1.60611 -0.75801 -0.01 -0.05 0.05 0.03
H 1.15055 4.15252 -1.58332 0.00 -0.02 -0.02 0.01
C 3.42255 6.61381 4.11140 0.00 0.02 0.01 0.00
H 2.65846 4.50692 -0.71777 -0.03 -0.02 -0.03 0.00
C 2.57704 2.52730 -1.56806 0.04 0.04 0.03 0.02
H 3.64799 1.75326 1.37267 0.00 0.00 -0.01 0.00
H 4.69606 -0.49580 -4.00079 0.00 0.00 0.00 0.00
C -2.64586 1.08700 -3.16158 0.04 0.12 -0.05 0.02
H -5.84625 -7.44288 0.50850 0.00 0.00 0.00 0.00
H -1.74163 -3.53234 2.96744 -0.01 -0.01 -0.02 0.00
C 0.83229 -4.26260 0.87159 -0.02 0.02 0.03 0.00
C -3.73846 -7.07627 0.61671 0.01 -0.01 0.01 0.00
H 4.48943 6.63032 3.88825 0.00 0.00 0.00 0.00
H 3.31745 6.36366 5.16870 0.00 -0.01 -0.01 0.00
C -1.06177 -2.20120 -1.87255 -0.17 -0.04 -0.08 0.04
H -5.37301 -0.67248 -4.11749 0.00 0.00 0.00 0.00
H 0.20944 -4.80573 -4.42089 -0.01 -0.01 0.01 0.00
H -2.76729 1.77375 -6.47477 0.00 0.00 0.00 0.00
H 2.38358 1.18613 2.46219 -0.04 -0.02 -0.01 0.01
N -1.66225 0.46004 -1.01486 -0.47 0.61 -0.77 0.85
C 3.95855 0.70583 -2.38601 -0.01 -0.01 0.01 0.02
H 3.02578 7.61569 3.96110 0.00 0.00 0.00 0.00
C -2.73225 -6.12808 0.54171 -0.01 0.01 0.04 0.00
C -0.09317 -2.72624 -3.99239 0.00 0.00 0.01 0.00
Te 0.38998 2.32843 0.48149 -0.08 -0.12 0.17 0.60
H -3.49097 -8.11044 0.81416 0.00 0.00 0.00 0.00
C 2.23218 3.99063 -1.58199 0.05 0.06 -0.06 0.02
C -5.39316 -5.37191 0.20221 0.01 0.00 0.00 0.00
C 3.60328 2.05074 -2.37096 -0.02 0.01 -0.01 0.00
C -1.18692 1.66890 4.01803 0.05 -0.11 -0.05 0.01
H 0.22652 1.59014 5.44322 0.01 0.01 0.00 0.00
C -5.06421 -6.69804 0.44543 -0.02 0.00 0.00 0.00
H -0.51860 -0.72321 -3.36313 0.00 0.02 0.01 0.00
C -0.27730 5.46502 0.93002 -0.04 0.04 -0.01 0.02
H 0.87401 -0.38639 0.85665 0.01 0.04 0.03 0.02
H -2.39549 3.31128 3.83448 -0.02 -0.01 -0.01 0.00
H -6.42784 -5.08236 0.07902 0.00 0.00 0.00 0.00

# 2
16
Properties=species:S:1:pos:R:3:forces:R:3:lowdin_charge:R:1 method="wB97M-V/def2-TZVPD" homo_energy_ev=-11.5 energy_ev=-4342.2886 de_lowest_kj_mol=23.1 gap_ev=12.701 largest_force_ev_per_a=1.49
H 1.94074 -0.53657 -1.38170 0.32 0.61 0.73 0.05
H 0.49959 0.47427 -1.83754 0.21 0.22 0.02 0.06
H -0.27692 -0.46725 1.47124 0.29 0.14 0.28 0.05
H -0.90376 2.54089 1.47797 -0.03 0.06 0.15 0.06
H 0.50050 1.92449 2.32648 0.20 0.08 0.27 0.06
H -1.30415 0.25196 2.69383 -0.36 0.16 -0.07 0.06
C -0.18310 1.72361 1.51324 -0.01 0.26 0.13 -0.17
C 0.98631 -0.49214 -1.87139 -0.16 -1.24 -0.80 -0.16
H 0.39747 1.81423 0.59332 -0.08 -0.36 -0.06 0.05
H -1.64956 0.34895 0.89514 -0.58 -0.14 0.43 0.06
H 0.70989 -2.42481 -0.93608 -0.14 -0.09 0.06 0.07
H 1.28529 -0.73659 -2.89796 -0.41 0.25 -0.09 0.06
C -0.90893 0.39525 1.69343 0.56 -0.13 -1.03 -0.17
H -0.62644 -2.01540 -2.00936 0.07 -0.04 -0.42 0.06
C 0.09305 -1.60841 -1.30832 -0.08 0.35 0.18 -0.16
H -0.52519 -1.22319 -0.50031 0.19 -0.12 0.23 0.02

# 3
11
Properties=species:S:1:pos:R:3:forces:R:3:lowdin_charge:R:1 method="wB97M-V/def2-TZVPD" homo_energy_ev=-13.1 energy_ev=-5159.7786 de_lowest_kj_mol=162.8 gap_ev=9.358 charge=+1 largest_force_ev_per_a=4.27
N 0.66082 1.04495 -1.22780 3.61 -0.16 2.28 0.18
H -0.15563 -1.02152 2.13008 0.07 0.18 -0.26 0.12
H 0.15682 0.92543 -2.08626 -0.36 -0.28 -0.54 0.17
C -0.55774 -0.71532 0.13957 -0.01 0.01 -0.91 -0.18
H -1.42618 -1.90190 1.59138 -1.62 -1.24 -0.11 0.09
H 0.62915 1.98154 -0.88246 -0.56 1.46 -0.64 0.14
C 0.26058 0.34798 0.00502 -0.67 -0.29 2.23 -0.14
H 0.51503 0.84550 1.00966 0.24 -0.41 -2.17 0.15
H -1.12879 -1.15263 -0.69542 0.41 0.13 0.39 0.15
H 1.75343 0.95292 -1.31770 -2.45 -0.36 -0.65 0.22
N -0.70747 -1.30695 1.33394 1.33 0.95 0.38 0.11

# 4
61
Properties=species:S:1:pos:R:3:forces:R:3:lowdin_spin:R:1 method="wB97M-V/def2-TZVPD" homo_energy_ev="-3.8 / -4.9" energy_ev=-99488.5407 de_lowest_kj_mol=154.7 gap_ev="4.945 / 5.977" charge=-1 s2=0.764 largest_force_ev_per_a=3.91 multiplicity=2
H -3.22764 3.19655 -4.58847 -0.06 0.09 -0.07 0.00
S 1.05506 0.75825 -4.21947 -0.19 -0.10 0.36 0.00
C -1.18474 -3.02585 -1.65387 -0.49 -0.53 -0.31 0.01
H -2.25634 1.28355 -0.88527 -0.03 0.07 -0.14 0.00
C 1.85836 2.16755 0.33503 -0.08 0.62 -0.15 0.00
H 4.64896 1.34105 2.08023 -0.04 -0.08 0.08 0.00
O -0.08584 -2.43365 -1.32987 -0.14 -1.33 -0.75 0.00
H 0.76876 -1.67545 3.14553 -0.17 -0.08 -0.15 0.00
N 1.25616 4.26745 -0.72717 -1.29 0.69 -1.15 0.00
H 0.90266 1.77015 0.01133 0.24 0.06 0.00 0.00
C -2.36424 -2.35435 -0.97127 0.03 0.07 0.04 0.05
C -0.49404 1.42455 -3.78207 0.08 -0.13 0.13 0.00
H -1.06584 2.46935 -5.56287 -0.01 0.02 -0.10 0.00
O -0.71364 0.35465 0.98803 -0.87 1.38 1.37 -0.01
C -3.67894 -2.76455 -0.90607 0.01 0.15 0.08 0.00
H 1.82346 -3.12145 1.49463 -0.21 0.04 -0.10 0.00
C -2.01454 1.51135 -1.91467 0.21 -0.18 0.09 0.00
C -1.34024 2.19705 -4.55457 0.00 -0.02 0.11 0.00
C 2.17716 3.49575 0.04173 1.02 -1.42 1.03 0.00
H -3.78484 2.63765 -2.25937 -0.08 0.04 0.02 0.00
O 1.63036 -0.57615 0.46623 3.21 1.20 1.88 0.02
O -2.41774 0.95855 2.32353 -0.06 -0.07 -0.13 0.06
O -1.30514 -4.01725 -2.34527 -0.14 0.14 0.10 0.00
C 3.94486 1.93235 1.51653 0.02 0.45 -0.09 0.00
C -4.06274 -1.05855 0.75153 -0.04 -0.06 -0.11 -0.01
C 2.32426 -0.02075 1.39593 0.21 -0.36 0.37 0.00
H -1.00384 -1.49075 3.03493 0.12 -0.08 -0.12 0.00
O 2.62976 -0.56865 2.44183 0.37 0.36 -0.06 0.00
O 1.44826 5.47175 -0.82457 0.03 -0.34 0.11 0.00
C -4.55464 -2.08175 -0.05147 0.41 0.08 -0.02 0.06
H 0.75126 -3.83115 0.23953 0.08 0.13 0.27 0.00
C -0.32244 -3.56355 3.39173 -0.09 0.16 -0.12 0.00
O 5.67986 5.02855 1.41053 -0.08 -0.60 0.13 0.00
H -4.68434 -0.55185 1.47413 0.01 0.08 0.05 0.00
C 0.31516 -4.46685 2.31853 0.05 0.17 -0.16 0.00
N 0.09356 0.21575 -1.86157 0.23 0.95 -1.07 0.01
N 5.48046 3.84155 1.64613 1.39 0.63 0.47 0.00
H -4.00864 -3.60745 -1.49267 0.05 -0.08 -0.08 0.00
H 0.16286 -3.65335 4.36163 -0.01 0.03 0.03 0.00
C -0.16234 -2.14985 2.80863 -0.19 0.14 0.65 0.00
C -1.94294 0.31555 1.40373 -0.65 0.29 0.43 0.02
H -5.59254 -2.37045 0.00453 -0.10 -0.05 0.04 0.00
H -1.38104 -3.79615 3.50733 0.02 -0.03 0.08 0.00
C -2.85994 2.28225 -2.68957 -0.06 -0.01 0.06 0.00
N -1.92184 -1.29715 -0.27327 -2.54 -0.27 0.33 0.02
Ti 0.01136 -0.89405 -0.21537 -0.17 -1.69 -1.27 0.69
O 0.32796 3.67345 -1.26367 0.60 0.44 0.40 0.00
H -0.42274 -5.13775 1.88043 0.00 -0.03 0.02 0.00
C 3.36936 4.05185 0.47653 -0.01 0.32 -0.03 0.00
O 6.27356 3.11945 2.23653 -0.38 0.34 -0.27 0.00
H 1.13826 -5.06425 2.70053 0.06 -0.07 0.04 0.00
C 4.24766 3.26535 1.20643 -1.48 -1.02 -0.46 0.00
C -2.54034 2.60665 -4.00177 -0.09 0.15 -0.05 0.00
C 1.15256 -0.04795 -2.64217 0.37 0.16 -0.35 0.00
C 2.73856 1.39715 1.08283 -0.02 0.11 -0.06 0.00
C -2.73484 -0.69185 0.61443 0.44 -0.06 -0.27 0.06
C -0.82484 1.04075 -2.46797 -0.48 0.49 -0.64 0.01
O -0.09954 -2.36685 1.39913 0.04 -0.42 0.21 0.01
S 2.42376 -1.01545 -2.23807 0.62 -0.13 -0.56 0.00
C 0.80216 -3.46215 1.26713 0.39 -0.77 -0.09 0.00
H 3.61666 5.08165 0.26523 -0.05 -0.05 -0.05 0.00